(1)
A structure of composition C23H39IrN4O4S2Si in a non-equilibrium geometry, computed with ωB97M-V/def2-TZVPD.

```
74
Properties=species:S:1:pos:R:3:lowdin_charge:R:1
Ir -0.13 -0.55 0.42 1.345
C -3.65 0.95 -1.03 -0.012
C -2.89 0.35 0.14 -0.208
C -2.24 1.17 1.02 -0.206
C -2.27 2.66 0.88 -0.003
C -1.52 0.61 2.16 -0.221
C -0.86 1.53 3.14 -0.024
C -1.68 -0.77 2.48 -0.280
C -1.26 -1.28 3.83 -0.071
C -2.37 -1.60 1.59 -0.207
C -2.67 -3.03 1.94 -0.005
C -2.87 -1.06 0.37 -0.163
C -3.50 -2.00 -0.61 -0.022
H -2.98 1.54 -1.67 0.090
H -4.43 1.61 -0.66 0.099
H -4.13 0.20 -1.64 0.073
H -1.28 3.03 0.62 0.064
H -2.57 3.13 1.82 0.107
H -2.96 2.99 0.10 0.080
H -1.60 1.85 3.89 0.121
H -0.47 2.42 2.64 0.053
H -0.04 1.05 3.66 0.073
H -0.30 -0.88 4.14 0.053
H -1.17 -2.36 3.84 0.078
H -2.01 -0.98 4.56 0.120
H -1.83 -3.69 1.72 0.073
H -3.54 -3.40 1.41 0.085
H -2.88 -3.12 3.01 0.094
H -4.55 -2.18 -0.35 0.118
H -2.98 -2.96 -0.61 0.095
H -3.47 -1.62 -1.62 0.057
C -1.19 -1.58 -3.22 -0.017
C -0.70 -0.18 -2.95 -0.300
C -0.58 0.75 -3.95 -0.022
C -0.08 2.02 -3.64 -0.026
C 0.33 2.32 -2.36 0.000
C 0.18 1.33 -1.39 -0.450
N -0.34 0.15 -1.69 0.044
N 0.48 1.39 -0.07 -0.125
Si 1.83 2.33 0.63 0.445
C 3.22 2.41 -0.62 -0.148
C 2.38 1.53 2.22 -0.168
C 1.19 4.05 0.95 -0.167
H -0.58 -2.04 -4.00 0.097
H -2.22 -1.57 -3.60 0.090
H -1.14 -2.19 -2.33 0.049
H -0.87 0.50 -4.96 0.123
H 0.00 2.77 -4.42 0.121
H 0.73 3.29 -2.10 0.107
H 3.34 1.45 -1.12 0.024
H 4.16 2.66 -0.12 0.046
H 3.04 3.17 -1.38 0.034
H 2.08 0.49 2.26 -0.069
H 1.99 2.06 3.09 0.035
H 3.47 1.56 2.28 0.048
H 0.62 4.44 0.10 0.031
H 2.03 4.73 1.13 0.047
H 0.54 4.09 1.84 0.024
C 5.18 -2.23 -1.50 -0.055
N 4.27 -1.39 -0.75 0.051
C 2.96 -1.27 -1.02 -0.613
N 2.51 -1.71 -2.22 0.218
O 2.23 -0.62 -0.23 -0.192
H 6.17 -2.16 -1.06 0.093
H 5.26 -1.89 -2.54 0.090
H 4.87 -3.28 -1.49 0.093
H 4.52 -1.11 0.18 0.152
H 3.02 -2.47 -2.65 0.103
H 1.51 -1.82 -2.25 0.077
O 2.23 -3.70 0.15 -0.315
S 0.95 -3.29 0.65 0.206
O 0.17 -4.29 1.33 -0.339
O 0.11 -2.55 -0.39 -0.499
S 1.21 -1.77 2.04 0.603
```

The energy is -71016.8569 eV. The net charge is +1. The value obtained for the lowest unoccupied orbital energy (alpha / beta) is -5.2 / -4.9 eV. Its spin multiplicity is 2. As for the molar mass: 720.026 g mol⁻¹.

=====

(2)
A structure of composition C23H39N4O8P2PtS in a non-equilibrium geometry, computed with ωB97M-V/def2-TZVPD.

```
78
Properties=species:S:1:pos:R:3:lowdin_charge:R:1
Pt -0.76 -0.27 0.52 1.211
C -3.68 0.19 -1.22 -0.050
C -3.37 1.54 -1.83 -0.384
C -4.31 2.61 -1.30 -0.043
O -1.95 1.90 -1.66 -0.177
P -1.24 2.57 -0.43 0.462
O -1.32 1.86 0.89 -0.361
C 0.46 2.78 -1.03 -0.174
P 1.66 1.57 -0.38 0.477
O 1.24 0.78 0.81 -0.367
O 2.98 2.39 -0.10 -0.172
C 3.43 2.91 1.19 -0.397
C 2.31 3.55 1.99 -0.043
C 4.14 1.82 1.97 -0.038
O 1.92 0.75 -1.69 -0.181
C 2.93 -0.29 -1.92 -0.402
C 3.01 -1.27 -0.76 -0.038
C 4.27 0.35 -2.25 -0.032
O -1.87 4.01 -0.38 -0.186
C -1.79 4.89 0.78 -0.429
C -3.11 4.85 1.52 -0.033
C -1.45 6.27 0.26 -0.032
H -4.71 -0.09 -1.44 0.100
H -3.57 0.22 -0.13 0.075
H -3.01 -0.57 -1.63 0.063
H -3.47 1.47 -2.91 0.147
H -4.31 2.61 -0.21 0.083
H -5.32 2.40 -1.65 0.098
H -4.01 3.60 -1.66 0.085
H 0.80 3.77 -0.75 0.079
H 0.46 2.71 -2.12 0.092
H 4.15 3.67 0.90 0.146
H 1.58 2.80 2.30 0.079
H 1.80 4.32 1.41 0.075
H 2.73 4.02 2.88 0.096
H 3.43 1.06 2.30 0.082
H 4.63 2.25 2.84 0.093
H 4.91 1.35 1.35 0.084
H 2.55 -0.81 -2.80 0.132
H 3.45 -0.79 0.12 0.079
H 3.63 -2.11 -1.04 0.096
H 2.01 -1.63 -0.49 0.060
H 4.63 0.92 -1.40 0.072
H 4.16 1.01 -3.10 0.091
H 4.99 -0.43 -2.49 0.093
H -1.00 4.52 1.45 0.131
H -3.92 5.13 0.84 0.092
H -3.10 5.55 2.35 0.093
H -3.30 3.85 1.91 0.083
H -2.21 6.59 -0.45 0.094
H -0.48 6.27 -0.24 0.079
H -1.42 6.98 1.09 0.092
N 1.49 -7.62 2.32 0.126
C 0.70 -6.52 2.17 -0.305
C -0.59 -6.63 1.62 -0.015
C -1.37 -5.51 1.46 -0.060
C -0.89 -4.27 1.85 -0.321
C 0.39 -4.13 2.37 -0.057
C 1.18 -5.24 2.53 -0.018
S -1.82 -2.83 1.54 0.615
O -1.51 -1.79 2.50 -0.350
O -3.19 -3.11 1.26 -0.262
N -1.09 -2.16 0.19 -0.279
C -0.94 -2.67 -1.07 -0.475
N -1.27 -3.93 -1.35 0.161
C -1.06 -4.32 -2.60 -0.096
C -0.53 -3.49 -3.57 -0.036
C -0.24 -2.19 -3.18 -0.120
N -0.43 -1.77 -1.94 0.104
H 1.10 -8.53 2.18 0.103
H 2.34 -7.56 2.84 0.102
H -0.95 -7.60 1.33 0.116
H -2.36 -5.58 1.03 0.119
H 0.75 -3.14 2.64 0.117
H 2.18 -5.15 2.95 0.114
H -1.32 -5.35 -2.83 0.119
H -0.35 -3.83 -4.58 0.106
H 0.16 -1.46 -3.87 0.116
```

The energy is -79482.4563 eV. The net charge is +1. The value obtained for the lowest unoccupied orbital energy (alpha / beta) is -1.8 / -4.5 eV. Its spin multiplicity is 3. As for the molar mass: 788.678 g mol⁻¹.

=====

(3)
A cluster of 7 separate species, C23H40Cl12N4 in total in a non-equilibrium geometry, computed with ωB97M-V/def2-TZVPD.

```
79
Properties=species:S:1:pos:R:3:lowdin_charge:R:1
C 0.02 -5.37 2.11 -0.086
C -1.04 -5.14 1.05 -0.254
N -1.90 -3.97 1.32 -0.214
C -2.85 -3.82 0.22 -0.261
C -2.19 -3.45 -1.10 -0.082
C -2.61 -4.08 2.59 -0.247
C -3.23 -2.72 3.00 -0.072
H -0.36 -5.81 3.03 0.064
H 0.52 -4.41 2.25 0.075
H 0.72 -6.10 1.71 0.073
H -0.55 -4.92 0.09 0.102
H -1.71 -5.99 0.86 0.119
H -3.49 -4.72 0.14 0.117
H -3.51 -2.98 0.48 0.101
H -1.85 -4.35 -1.63 0.073
H -2.88 -2.98 -1.80 0.061
H -1.35 -2.79 -0.91 0.059
H -1.91 -4.37 3.37 0.093
H -3.38 -4.87 2.49 0.116
H -2.80 -1.86 2.49 0.058
H -3.08 -2.62 4.07 0.066
H -4.31 -2.77 2.84 0.065
C 4.52 1.26 -1.74 -0.071
C 3.65 2.48 -2.00 -0.253
N 2.86 2.90 -0.84 -0.228
C 3.68 3.20 0.32 -0.263
C 2.92 3.32 1.63 -0.085
C 1.93 3.98 -1.14 -0.247
C 1.02 3.74 -2.33 -0.084
H 3.95 0.55 -1.14 0.068
H 5.44 1.56 -1.24 0.068
H 4.79 0.78 -2.68 0.075
H 4.23 3.34 -2.40 0.126
H 2.96 2.32 -2.83 0.099
H 4.41 2.41 0.49 0.082
H 4.34 4.07 0.13 0.127
H 2.30 2.42 1.78 0.064
H 3.62 3.43 2.45 0.073
H 2.21 4.15 1.70 0.034
H 2.50 4.92 -1.28 0.126
H 1.35 4.24 -0.24 0.090
H 0.45 2.81 -2.27 0.063
H 1.55 3.89 -3.26 0.073
H 0.25 4.52 -2.40 0.073
C 5.02 -0.36 3.69 -2.052
Cl 5.99 0.82 2.82 0.519
Cl 4.87 0.16 5.38 0.522
Cl 3.44 -0.49 2.95 0.570
Cl 5.83 -1.94 3.62 0.522
C -1.93 5.09 1.30 -2.036
Cl -0.67 4.50 2.39 0.557
Cl -2.28 3.96 0.04 0.551
Cl -3.43 5.43 2.20 0.509
Cl -1.40 6.64 0.57 0.503
C -5.95 1.38 0.13 -2.041
Cl -4.44 0.55 -0.32 0.529
Cl -7.27 0.91 -0.91 0.547
Cl -6.31 0.96 1.82 0.518
Cl -5.67 3.12 0.00 0.506
N 1.00 0.67 -0.16 0.023
C -0.33 0.97 -0.11 -0.163
C -0.98 -0.11 0.45 -0.127
C 0.02 -1.02 0.89 -0.098
C 1.23 -0.52 0.46 -0.161
H 1.75 1.33 -0.35 0.100
H -0.62 1.90 -0.57 0.055
H -2.04 -0.15 0.61 0.038
H -0.20 -1.99 1.31 0.076
H 2.26 -0.81 0.61 0.058
N -0.60 -0.56 -2.72 0.031
C -1.89 -0.66 -3.18 -0.154
C -1.84 -0.78 -4.54 -0.112
C -0.46 -0.76 -4.93 -0.106
C 0.25 -0.61 -3.78 -0.151
H -0.32 -0.55 -1.74 0.082
H -2.71 -0.77 -2.50 0.075
H -2.65 -0.91 -5.24 0.088
H -0.14 -0.91 -5.95 0.085
H 1.32 -0.72 -3.61 0.103
```

The energy is -180727.4920 eV. The value obtained for the lowest unoccupied orbital energy is 0.2 eV. Its spin multiplicity is 1. Its SMILES is ClC(Cl)(Cl)Cl.ClC(Cl)(Cl)Cl.ClC(Cl)(Cl)Cl.c1cc[nH]c1.c1cc[nH]c1.CCN(CC)CC.CCN(CC)CC. As for the molar mass: 798.037 g mol⁻¹.